1.
62
Properties=species:S:1:pos:R:3:mulliken_spin:R:1 method="wB97M-V/def2-TZVPD" homo_lumo_gap_ev="7.055 / 7.973" total_charge=+2 homo_energy_ev="-15.76 / -16.20" multiplicity=3 max_force_ev_per_a=0.3 relative_energy_ev=0.0000
W 1.2144 1.1207 -0.3088 1.975
C 4.1265 -0.1523 1.9375 0.003
C 4.2664 0.8380 0.8431 0.016
N 3.3139 1.3057 0.0420 -0.023
C 3.9076 2.2402 -0.8080 -0.001
C 5.2275 2.3305 -0.5176 -0.012
N 5.4260 1.4375 0.5118 0.012
C 6.2711 3.2878 -1.0401 0.002
O 7.4681 2.7698 -1.3287 0.000
O 6.0161 4.4438 -1.1096 0.000
C 3.0325 2.8946 -1.7971 -0.028
O 3.2625 3.6826 -2.6290 0.008
O 1.7192 2.3694 -1.5781 -0.019
H 3.0957 -0.4865 2.0182 -0.002
H 4.4273 0.2905 2.8879 0.003
H 4.7597 -1.0203 1.7503 0.002
H 6.3003 1.2998 1.0027 0.000
H 7.4574 1.8157 -1.4838 0.000
C -3.1297 1.4480 0.2670 0.001
C -1.7418 1.9315 0.6137 -0.005
C -1.3601 3.2004 -0.1124 0.011
C -1.4752 1.9933 2.0990 0.015
O -0.7540 0.8568 0.0414 -0.025
Si -0.9775 -0.8710 0.0391 0.051
S 1.1741 -1.1481 -0.3012 -0.086
O -1.8869 -1.3703 -1.1429 -0.003
C -1.9176 -1.4217 -2.6186 0.001
C -1.1230 -2.6433 -3.0395 0.003
C -3.3844 -1.5517 -2.9761 0.000
C -1.3214 -0.1377 -3.1718 0.019
O -1.4399 -1.2189 1.5077 0.073
C -1.8541 -2.4630 2.2109 0.002
C -1.7545 -3.6321 1.2488 0.001
C -3.2800 -2.2234 2.6640 0.000
C -0.8985 -2.6078 3.3781 -0.001
H -3.8465 2.1885 0.6235 0.000
H -3.3610 0.5027 0.7595 0.000
H -3.2595 1.3435 -0.8094 -0.002
H -2.0309 4.0022 0.1963 0.000
H -1.4441 3.0899 -1.1942 -0.001
H -0.3481 3.5323 0.1492 0.005
H -2.1242 2.7525 2.5369 -0.002
H -0.4427 2.2885 2.3046 0.005
H -1.6819 1.0395 2.5795 -0.006
H -1.5343 -3.5426 -2.5821 0.000
H -0.0726 -2.5492 -2.7565 -0.001
H -1.1697 -2.7594 -4.1221 0.000
H -3.8088 -2.4486 -2.5270 0.000
H -3.4942 -1.6242 -4.0579 0.000
H -3.9486 -0.6847 -2.6314 0.000
H -0.2598 -0.0502 -2.9179 0.006
H -1.8627 0.7363 -2.8064 -0.002
H -1.3891 -0.1398 -4.2590 0.001
H -2.4307 -3.5082 0.4029 0.000
H -2.0241 -4.5527 1.7655 0.000
H -0.7310 -3.7541 0.8804 0.000
H -3.9394 -2.0783 1.8074 0.000
H -3.3379 -1.3502 3.3140 0.000
H -3.6381 -3.0871 3.2240 0.000
H 0.1259 -2.7428 3.0265 0.000
H -1.1699 -3.4815 3.9703 0.000
H -0.9434 -1.7309 4.0239 0.000

2.
12
Properties=species:S:1:pos:R:3:nbo_charge:R:1 method="wB97M-V/def2-TZVPD" homo_lumo_gap_ev=9.394 total_charge=0 homo_energy_ev=-8.52 max_force_ev_per_a=1.3 smiles=Cc1cnc[nH]1 relative_energy_ev=0.3478
C -0.8747 0.4582 1.4015 -0.637
C -0.1349 0.3382 0.1060 0.085
C -0.6530 0.2655 -1.1621 -0.101
N 0.2357 -0.3150 -2.0295 -0.451
C 1.2989 -0.5809 -1.3158 0.149
N 1.1254 -0.1891 -0.0231 -0.519
H -0.9812 1.4702 1.7884 0.224
H -1.8260 -0.0509 1.3504 0.231
H -0.3025 -0.0891 2.1619 0.209
H -1.6906 0.3900 -1.4293 0.202
H 2.0895 -1.2607 -1.6042 0.196
H 1.7133 -0.4363 0.7556 0.410

3.
65
Properties=species:S:1:pos:R:3:mulliken_spin:R:1 method="wB97M-V/def2-TZVPD" homo_lumo_gap_ev="6.118 / 6.827" total_charge=-1 homo_energy_ev="-3.72 / -4.47" multiplicity=3 max_force_ev_per_a=0.8
Pt -0.1806 0.4330 1.5116 1.383
N -1.2833 0.5312 3.6881 0.107
C -1.8300 -0.7955 3.9716 -0.007
C -2.3425 -1.4788 2.6817 -0.006
O -3.2414 -2.3056 2.8120 0.012
O -1.7695 -1.1440 1.5916 0.099
H -0.8448 0.9468 4.4987 -0.012
H -2.0128 1.1547 3.3630 -0.006
H -2.6520 -0.7849 4.6909 0.006
H -1.0321 -1.4287 4.3614 0.003
C 3.8840 0.6022 -0.5017 0.001
C 2.5208 1.1941 -0.8629 -0.027
C 2.6893 2.4786 -1.6832 0.005
C 1.6202 0.2228 -1.5997 -0.032
C 2.1528 -0.6746 -2.5146 -0.008
C 1.3307 -1.4984 -3.2656 0.001
C -0.0403 -1.4287 -3.0983 -0.001
C -0.6183 -0.5611 -2.1785 0.009
C -2.1264 -0.5644 -2.0203 -0.003
C -2.8226 -0.1243 -3.3143 0.000
C -2.6302 -1.9462 -1.5870 0.000
C 0.2211 0.2773 -1.4132 0.098
N -0.3096 1.1803 -0.4627 -0.030
C -0.9946 2.2711 -0.9044 0.028
C -0.9442 2.6891 -2.2569 0.020
C -1.6185 3.8044 -2.7158 -0.009
C -2.3895 4.5796 -1.8622 0.021
C -2.4641 4.2102 -0.5251 -0.013
C -1.7837 3.1039 -0.0780 -0.014
F -1.9049 2.8040 1.2415 0.002
H 4.4148 1.2772 0.1731 0.000
H 4.5085 0.4570 -1.3864 0.001
H 3.7675 -0.3607 -0.0007 -0.001
H 2.0142 1.4655 0.0627 0.075
H 3.1475 2.2598 -2.6514 0.000
H 3.3287 3.1874 -1.1498 -0.001
H 1.7221 2.9510 -1.8586 0.000
H 3.2256 -0.7300 -2.6582 0.000
H 1.7580 -2.1895 -3.9828 0.000
H -0.6810 -2.0716 -3.6917 0.000
H -2.3986 0.1430 -1.2391 0.006
H -2.6993 -0.8728 -4.1010 0.000
H -2.4232 0.8261 -3.6720 -0.001
H -3.8923 0.0030 -3.1338 0.000
H -2.3275 -2.7136 -2.3038 0.000
H -3.7214 -1.9414 -1.5274 0.000
H -2.2380 -2.2023 -0.6044 -0.001
H -0.3508 2.0986 -2.9434 0.002
H -1.5401 4.0756 -3.7625 0.000
H -2.9243 5.4475 -2.2238 0.002
H -3.0592 4.7758 0.1808 0.000
Cl 1.6294 -5.9482 3.4192 0.004
C 1.6258 -4.2225 3.1679 0.049
C 1.6972 -3.7137 1.8792 -0.023
C 1.7015 -2.3473 1.6853 0.101
C 1.6428 -1.4459 2.7640 -0.102
C 1.6658 0.0057 2.5356 0.300
C 1.5732 -2.0019 4.0481 0.046
C 1.5569 -3.3721 4.2558 -0.024
H 1.7383 -4.3858 1.0322 -0.002
H 1.7163 -1.9535 0.6743 0.006
H 2.4447 0.2902 1.8288 -0.064
H 1.7603 0.5821 3.4561 0.001
H 1.5403 -1.3372 4.9053 -0.001
H 1.4932 -3.7837 5.2547 -0.001

4.
21
Properties=species:S:1:pos:R:3:mulliken_spin:R:1 method="wB97M-V/def2-TZVPD" homo_lumo_gap_ev="8.188 / 5.589" total_charge=+4 homo_energy_ev="-23.83 / -25.50" multiplicity=8 max_force_ev_per_a=13.7
Co -1.8424 0.9584 -3.0586 2.738
Er -0.7291 -0.2235 -0.4694 3.011
Cl 0.3515 1.2929 -2.3327 0.081
Cl -1.9342 -1.3870 -2.3783 0.081
C -2.1659 -0.9431 1.4096 -0.007
C -1.8647 2.6332 -3.4880 0.002
C -3.5627 0.8472 -3.3378 0.013
O -2.7776 -1.3920 2.2860 0.002
O -1.6998 3.7606 -3.7201 0.042
O -4.7061 0.6604 -3.3832 0.039
C 0.9796 0.5837 2.5130 0.010
N 2.0685 -0.3343 2.1438 0.563
C 2.0138 -1.1066 1.0625 -0.097
N 3.0277 -1.9224 0.7397 0.551
O 0.9834 -1.0993 0.2763 -0.049
H 0.5969 1.1255 1.6272 0.025
H 1.3806 1.3219 3.2148 0.004
H 0.1543 0.0428 2.9976 0.047
H 2.8995 -0.4222 2.7335 -0.021
H 2.9412 -2.4531 -0.1164 -0.016
H 3.8857 -1.9431 1.2807 -0.018